No. 1
Density functional theory data (ωB97M-V/def2-TZVPD) for 2 unconnected molecules or ions with the total composition C4H12N2O at a distorted geometry.

Structure (XYZ):
```
19
Properties=species:S:1:pos:R:3:forces:R:3:lowdin_charge:R:1
C -0.266 0.239 -0.693 0.6422 -1.8914 2.0859 -0.511
C 0.525 0.548 1.558 -0.5310 -2.4754 -0.9289 -0.311
C -1.438 0.438 -1.614 -0.0244 -0.4179 0.0073 -0.021
C -0.277 -1.665 0.111 -0.5822 0.5929 -2.7711 -0.051
N -0.254 1.030 0.451 -0.4683 1.1896 -0.2387 -0.021
N 1.944 0.715 1.361 0.2577 0.1935 0.0618 0.014
O 0.965 0.199 -1.342 0.1328 -0.0933 -0.3788 -0.019
H 1.100 1.035 -1.812 -0.0459 -0.0234 0.1282 0.113
H -1.195 1.242 0.755 0.0635 0.0412 -0.0638 0.122
H 2.444 0.408 2.186 -0.0039 -0.0045 -0.0392 0.064
H 2.260 0.164 0.569 -0.0561 0.0404 0.1049 0.055
H 0.218 1.069 2.467 -0.0333 -0.3245 -0.0102 0.115
H 0.214 -0.674 1.388 0.7423 2.9030 1.6031 0.099
H -1.342 1.364 -2.192 0.1151 -0.0731 0.1220 0.089
H -1.480 -0.396 -2.316 -0.0054 0.0595 0.0174 0.088
H -2.378 0.472 -1.065 -0.0099 -0.0056 0.0411 0.082
H 0.352 -2.294 0.744 0.0534 0.5439 0.4044 0.032
H -1.340 -1.800 0.309 0.0761 -0.1518 0.2160 0.036
H -0.053 -2.093 -0.865 -0.3227 -0.1031 -0.3614 0.026
```
Positions in Å, forces in eV/Å.

## Properties
* total energy: -344.243229 Ha
* HOMO: -8.28 eV
* total charge: 0
* maximum force: 3.398 eV/Å
* LUMO energy: 0.84 eV
* frontier orbital gap: 9.1 eV



No. 2
Density functional theory data (ωB97M-V/def2-TZVPD) for C4H12N2O in the gas phase at a distorted geometry.

Structure (XYZ):
```
19
Properties=species:S:1:pos:R:3:forces:R:3:lowdin_charge:R:1
N 2.835 -0.444 -0.633 0.6160 0.1367 0.1968 -0.010
C 1.995 -0.251 0.536 0.0719 0.5485 -0.4603 -0.291
C 0.911 0.777 0.243 -0.2537 -0.3805 0.4485 -0.243
N -0.116 0.267 -0.648 0.1106 0.3904 -0.5828 -0.071
C -1.079 -0.623 -0.048 0.6241 -0.7247 0.0714 -0.240
C -2.306 0.082 0.407 -0.5389 0.8058 0.6116 -0.263
O -2.773 0.983 -0.593 -0.5621 -0.3379 -0.3459 -0.073
H 3.233 -1.367 -0.691 -0.0281 -0.0474 -0.0475 0.058
H 2.361 -0.229 -1.491 -0.3742 -0.1055 -0.2197 0.051
H 2.582 0.179 1.353 0.1134 -0.3028 0.0870 0.103
H 1.554 -1.193 0.856 -0.1720 -0.0880 0.3115 0.094
H 0.500 1.094 1.217 0.0037 0.1620 -0.0952 0.113
H 1.361 1.639 -0.248 0.1139 0.1024 0.1288 0.119
H -0.647 1.044 -1.028 0.1922 -0.0502 -0.1699 0.095
H -1.385 -1.402 -0.754 0.1655 -0.0819 -0.1203 0.115
H -0.599 -1.123 0.798 -0.1907 -0.1721 -0.0040 0.114
H -2.120 0.724 1.263 0.2334 0.0726 0.1813 0.116
H -3.065 -0.628 0.728 -0.2708 -0.1326 -0.1183 0.116
H -3.241 0.471 -1.267 0.1458 0.2052 0.1270 0.096
```
Positions in Å, forces in eV/Å.

## Properties
* total energy: -344.328073 Ha
* HOMO: -8.70 eV
* total charge: 0
* maximum force: 1.146 eV/Å
* SMILES string: NCCNCCO
* LUMO energy: 0.90 eV
* frontier orbital gap: 9.6 eV



No. 3
Density functional theory data (ωB97M-V/def2-TZVPD) for 2 unconnected molecules or ions with the total composition C4H12N2O at a distorted geometry.

Structure (XYZ):
```
19
Properties=species:S:1:pos:R:3:forces:R:3:lowdin_charge:R:1
N 0.912 0.227 1.425 -0.1393 2.7409 -0.6252 0.070
C -0.529 0.694 0.931 1.0354 -3.7478 -0.8587 -0.396
C -0.561 2.077 0.711 -0.6361 -0.7692 -0.6554 0.242
O 1.904 1.180 -0.887 -0.8526 0.1989 1.1740 -0.314
C -0.864 -0.255 -0.283 -0.8972 1.4935 0.0668 -0.242
N -0.336 -1.597 -0.170 0.6825 0.8869 0.9304 -0.122
C -0.641 -2.410 -1.332 0.4442 0.6855 -0.2362 -0.127
H 1.521 0.579 0.551 -0.6537 -0.7905 0.0755 0.031
H 1.181 1.040 2.005 0.3753 -0.6560 0.5763 0.066
H -1.098 0.294 1.758 -0.3585 0.5458 0.8236 0.152
H -0.588 2.784 1.508 0.5068 0.3883 0.6157 0.092
H -0.848 2.447 -0.263 0.3802 0.1478 -0.2915 0.106
H 1.387 1.945 -0.573 0.5460 0.4696 -0.8359 -0.100
H -1.961 -0.307 -0.337 0.1382 0.0180 -0.1454 0.119
H -0.493 0.321 -1.148 -0.0242 -0.4321 -0.2792 0.103
H 0.662 -1.398 -0.109 -0.0104 -0.8412 0.0091 0.091
H -0.192 -1.943 -2.209 -0.3452 0.0172 -0.5414 0.080
H -0.211 -3.400 -1.284 0.0216 -0.2561 0.4449 0.073
H -1.718 -2.483 -1.420 -0.2128 -0.0996 -0.2476 0.075
```
Positions in Å, forces in eV/Å.

## Properties
* total energy: -344.113368 Ha
* HOMO: -8.55 eV
* total charge: 0
* maximum force: 3.982 eV/Å
* LUMO energy: -3.23 eV
* frontier orbital gap: 5.3 eV



No. 4
Density functional theory data (ωB97M-V/def2-TZVPD) for C4H12N2O in the gas phase at a distorted geometry.

Structure (XYZ):
```
19
Properties=species:S:1:pos:R:3:forces:R:3:lowdin_charge:R:1
C -0.598 2.662 1.305 -0.8325 -1.1404 1.3164 -0.161
N -0.563 1.797 0.132 1.7672 0.3058 0.4178 -0.146
C 0.591 0.899 0.225 -1.2117 -0.9740 -1.1899 -0.205
C 0.353 -0.377 -0.727 -0.3780 0.5302 1.9194 -0.323
N -1.060 -0.644 -0.868 -0.7638 0.1005 0.3253 0.023
C 1.033 -1.539 0.051 0.3402 0.2246 -1.9904 -0.221
O 0.492 -2.798 -0.295 0.7129 -0.3474 0.0213 -0.063
H -1.282 3.461 1.066 -0.3310 0.3992 0.4248 0.055
H 0.386 3.101 1.509 -0.1855 -0.1463 -0.2236 0.069
H -0.930 2.115 2.325 0.5983 1.0397 -2.0565 0.113
H -1.383 1.230 -0.011 -0.2608 -0.0361 0.3794 0.067
H 1.500 1.374 -0.130 0.1839 0.3375 0.2312 0.109
H 0.719 0.548 1.269 0.0936 0.1666 -0.3275 0.096
H 0.788 -0.184 -1.709 0.2381 -0.1729 0.0926 0.133
H -1.432 -1.562 -0.651 0.4282 0.3944 -0.3249 0.069
H -1.499 -0.277 -1.694 0.0914 -0.0535 -0.1591 0.084
H 2.061 -1.541 -0.367 -0.3183 -0.2162 0.8859 0.134
H 1.004 -1.332 1.122 0.0791 -0.3115 -0.0619 0.106
H -0.408 -2.864 0.009 -0.2513 -0.1001 0.3198 0.061
```
Positions in Å, forces in eV/Å.

## Properties
* total energy: -344.302955 Ha
* HOMO: -8.52 eV
* total charge: 0
* maximum force: 2.381 eV/Å
* SMILES string: CNC[C@H](N)CO
* LUMO energy: 0.83 eV
* frontier orbital gap: 9.4 eV



No. 5
Density functional theory data (ωB97M-V/def2-TZVPD) for C4H12N2O in the gas phase at a distorted geometry.

Structure (XYZ):
```
19
Properties=species:S:1:pos:R:3:forces:R:3:lowdin_charge:R:1
N -1.595 0.541 -1.555 1.4706 0.3864 -1.1187 -0.038
C -2.137 1.023 -0.272 0.2405 -0.4744 -0.6128 -0.275
C -1.108 1.422 0.843 -0.6758 -0.7352 -1.3342 -0.183
C -0.161 0.271 1.156 0.7832 -0.3263 0.0315 -0.230
N 0.775 -0.133 0.065 -1.0622 0.7920 -0.0939 -0.079
C 1.543 -1.261 0.423 -0.1418 -0.8144 -0.6958 -0.326
O 2.480 -1.597 -0.661 -1.1765 0.0973 2.0448 -0.062
H -0.598 0.731 -1.687 -0.4233 0.9584 0.3293 0.047
H -1.470 -0.449 -1.748 -1.1225 -0.2829 0.9751 0.057
H -2.831 1.856 -0.525 0.5357 -0.3206 0.4860 0.101
H -2.752 0.186 0.050 -0.2626 0.1193 0.6144 0.097
H -0.554 2.309 0.513 -0.1365 0.0023 0.2630 0.107
H -1.704 1.618 1.746 0.3741 0.3012 -0.1599 0.108
H -0.803 -0.593 1.435 0.6396 0.2563 -0.1112 0.126
H 0.506 0.544 1.993 -0.6408 -0.1290 0.3485 0.111
H 1.378 0.651 -0.162 0.0793 -0.0462 0.0905 0.122
H 0.849 -2.130 0.542 0.2904 0.5537 0.0328 0.130
H 2.089 -1.152 1.378 0.2115 0.1021 -0.1133 0.119
H 2.722 -2.420 -0.223 1.0171 -0.4398 -0.9758 0.067
```
Positions in Å, forces in eV/Å.

## Properties
* total energy: -344.304129 Ha
* HOMO: -8.40 eV
* total charge: 0
* maximum force: 2.361 eV/Å
* SMILES string: NCCCNCO
* LUMO energy: 0.86 eV
* frontier orbital gap: 9.3 eV



No. 6
Density functional theory data (ωB97M-V/def2-TZVPD) for 2 unconnected molecules or ions with the total composition C4H12N2O.

Structure (XYZ):
```
19
Properties=species:S:1:pos:R:3:forces:R:3:lowdin_charge:R:1
H 1.191 -2.129 1.976 -0.0560 -0.0782 0.1337 0.045
N 0.888 -1.383 1.363 0.1052 -0.1681 0.1612 0.063
C 1.902 -0.763 0.896 -0.4951 0.2862 0.0107 -0.315
N 1.782 0.342 0.113 0.6979 -0.1898 -0.3280 -0.054
C 2.754 0.501 -0.964 -0.1550 0.5827 0.3022 -0.098
H 2.933 -1.025 1.132 0.1033 -0.1496 -0.1324 0.124
H 0.834 0.630 -0.094 -0.1647 -0.0907 0.0609 0.096
H 2.728 1.536 -1.304 -0.0355 -0.0781 -0.1252 0.078
H 3.763 0.334 -0.587 -0.0143 -0.1671 0.0293 0.076
H 2.559 -0.165 -1.806 0.0538 -0.0321 -0.0597 0.079
C -2.780 0.227 -0.944 0.1715 -0.0335 -0.5981 -0.101
C -2.438 0.401 0.522 -0.5248 0.1892 -0.3002 -0.327
O -1.045 0.478 0.726 -0.2436 0.0971 0.0172 -0.120
H -2.332 -0.701 -1.310 -0.1223 -0.0354 0.0196 0.072
H -3.854 0.195 -1.137 -0.0354 -0.1014 0.2140 0.069
H -2.386 1.021 -1.585 0.1037 0.1152 0.2727 0.069
H -2.905 -0.434 1.054 0.2541 -0.0035 0.2530 0.112
H -2.888 1.315 0.917 0.0147 0.0272 -0.0205 0.107
H -0.705 -0.378 1.031 0.3425 -0.1701 0.0895 0.024
```
Positions in Å, forces in eV/Å.

## Properties
* total energy: -344.339613 Ha
* HOMO: -9.09 eV
* total charge: 0
* maximum force: 0.794 eV/Å
* SMILES string: [H]/N=C/NC.CCO
* LUMO energy: 1.02 eV
* frontier orbital gap: 10.1 eV